Entry 1:
{"formula": "C6H14BBr", "method": "ωB97M-V/def2-TZVPD", "homo_lumo_gap_ev": 10.05, "spin_multiplicity": 1, "smiles": "CCB(Br)[C@@H](C)CC", "species": ["C", "C", "B", "Br", "C", "C", "C", "C", "H", "H", "H", "H", "H", "H", "H", "H", "H", "H", "H", "H", "H", "H"], "coordinates": [[1.6367, 2.8423, -0.1210], [0.6690, 1.8915, 0.6621], [0.8051, 0.3827, 0.4634], [3.0735, 0.0315, 0.2888], [-0.8183, -0.3472, 0.3511], [-1.3025, -0.1684, -1.0815], [-0.9028, -1.7989, 0.7591], [-0.4998, -2.8715, -0.2474], [1.8235, 3.8577, 0.4048], [2.5497, 2.5079, -0.4477], [1.0445, 3.1483, -1.1083], [0.9653, 2.0900, 1.6647], [-0.2329, 2.4178, 0.5447], [-1.3680, 0.1467, 1.1400], [-1.4532, 0.8470, -1.3025], [-2.2787, -0.7816, -1.3107], [-0.3566, -0.5283, -1.7030], [-1.9272, -2.0238, 1.0069], [-0.2505, -1.9704, 1.5843], [0.2561, -2.5160, -1.0405], [-0.0866, -3.7111, 0.3130], [-1.3465, -3.4462, -0.8202]], "forces_ev_per_a": [[-3.369, 3.345, -1.233], [2.847, 1.391, -0.985], [-0.983, -0.079, -0.578], [-2.879, -0.565, 0.281], [3.007, -0.851, 0.201], [1.021, -2.238, -0.773], [-0.009, -0.821, -0.978], [-0.058, -1.260, -2.279], [-0.467, -1.716, -0.585], [2.010, -1.168, -0.421], [1.306, -0.526, 1.843], [0.189, -0.266, 1.496], [-1.865, -0.267, -0.020], [-0.187, 0.870, -0.100], [-0.355, 1.374, -0.515], [2.026, 1.071, 0.350], [-2.506, 0.529, 0.595], [-0.455, 0.017, 0.595], [0.083, 0.019, 1.070], [-0.999, -0.653, 1.310], [0.483, 0.115, -0.111], [1.159, 1.680, 0.838]]}

***

Entry 2:
{"formula": "C13H9F6N3S", "method": "ωB97M-V/def2-TZVPD", "homo_lumo_gap_ev": 8.76, "spin_multiplicity": 1, "smiles": "CNc1nc(Sc2cccc(C(F)(F)F)c2)cc(C(F)(F)F)n1", "species": ["C", "N", "C", "N", "C", "S", "C", "C", "C", "C", "C", "C", "F", "F", "F", "C", "C", "C", "C", "F", "F", "F", "N", "H", "H", "H", "H", "H", "H", "H", "H", "H"], "coordinates": [[-2.8026, -0.6760, -0.7686], [-2.6275, 0.7645, -0.7379], [-1.4269, 1.3604, -0.9231], [-0.3034, 0.6893, -0.9339], [0.8208, 1.3752, -0.8893], [2.3317, 0.5063, -0.8421], [1.9562, -0.8018, 0.3319], [2.1091, -0.5506, 1.7179], [1.6688, -1.4997, 2.6636], [1.1618, -2.7501, 2.2226], [1.1210, -3.0511, 0.8527], [0.4603, -4.3542, 0.4189], [-0.9135, -4.3241, 0.4727], [0.8079, -4.6473, -0.8114], [0.9469, -5.3221, 1.2160], [1.4951, -2.0564, -0.0567], [0.8257, 2.7584, -0.9360], [-0.4329, 3.4217, -0.9816], [-0.4664, 4.9747, -1.1151], [0.7953, 5.4856, -1.0594], [-1.1678, 5.5545, -0.0922], [-0.9285, 5.3344, -2.3624], [-1.5461, 2.6428, -0.9315], [-2.5013, -0.9907, -1.7661], [-3.8776, -0.8616, -0.6373], [-2.2233, -1.2394, -0.0244], [-3.3706, 1.4368, -0.6224], [2.4484, 0.4472, 2.0281], [1.6648, -1.2459, 3.7235], [0.7938, -3.4966, 2.9029], [1.4288, -2.2128, -1.1300], [1.7518, 3.3285, -0.9293]], "forces_ev_per_a": [[-0.574, 0.376, -0.359], [0.432, -0.850, 0.160], [-1.113, -0.862, 1.086], [0.863, -1.577, 0.035], [-0.989, 0.130, -0.214], [0.836, -0.688, 0.266], [0.018, -0.219, 1.401], [-0.735, -0.040, -0.211], [-0.144, -0.413, -0.954], [0.569, 0.954, -0.526], [-0.712, 1.236, 0.674], [0.620, 1.274, 0.739], [1.298, -0.240, 0.236], [-0.121, -0.459, -1.159], [-0.833, -0.452, 0.063], [0.002, -0.052, -0.894], [-0.433, 1.926, -0.087], [0.469, -2.530, -0.047], [0.163, -0.250, -0.167], [-0.912, -0.442, 0.169], [0.427, -0.525, -1.670], [-0.112, -0.254, 1.859], [1.132, 5.908, -0.552], [-0.059, -0.524, 0.020], [0.417, -0.177, -0.024], [-0.105, 0.406, -0.062], [-0.078, -0.451, -0.077], [-0.069, -0.575, -0.019], [0.133, -0.162, -0.286], [-0.006, -0.001, 0.394], [-0.176, -0.247, 0.152], [-0.209, -0.219, 0.055]]}

***

Energy relative to the best compared isomer or geometry (same formula, charge and spin), record by record: 57.3, 0.0 kJ/mol